# 1
This record from the OMol25 dataset describes a structure of composition C7H23N7O12S2V at a distorted geometry. The level of theory is the ωB97M-V functional and the def2-TZVPD basis.

Element x y z (Å)
V 0.639 -0.038 -0.111
S 3.393 0.138 -0.123
O 4.324 -0.789 -0.717
O 2.381 -0.570 0.735
O 4.008 1.242 0.561
O 2.348 0.603 -1.096
S -2.739 0.355 0.257
O -3.110 0.416 1.692
O -1.315 -0.119 0.155
O -3.604 -0.557 -0.497
O -2.792 1.705 -0.313
C -0.325 -4.169 -1.529
C -0.173 -2.896 -0.735
C 0.034 -3.183 0.769
O 0.235 -2.010 1.526
C 0.464 -2.279 2.889
N 1.003 -2.038 -1.103
H -0.519 -3.925 -2.575
H -1.217 -4.694 -1.178
H 0.523 -4.854 -1.470
H -1.014 -2.202 -0.814
H 0.931 -3.806 0.879
H -0.904 -3.688 1.036
H 1.264 -1.662 3.290
H 0.494 -3.360 3.045
H -0.410 -2.017 3.504
H 1.797 -2.408 -0.578
H 1.261 -2.183 -2.075
C 0.097 1.240 2.869
O 0.494 0.673 1.860
N 1.022 1.732 3.769
N -1.194 1.479 3.201
H 0.754 2.310 4.537
H 1.992 1.587 3.546
H -1.930 1.053 2.606
H -1.347 1.829 4.122
C 0.359 3.410 -0.411
O 0.420 2.213 -0.098
N 1.448 4.174 -0.561
N -0.868 3.981 -0.446
H 2.280 3.613 -0.406
H 1.444 5.171 -0.569
H -1.698 3.406 -0.328
H -0.922 4.930 -0.772
C -0.821 0.709 -3.155
O -0.068 0.418 -2.221
N -0.629 0.198 -4.397
N -1.897 1.525 -3.048
H 0.120 -0.462 -4.502
H -1.196 0.463 -5.174
H -2.225 1.746 -2.100
H -2.611 1.586 -3.746

Computed properties:
**ΔE to the lowest compared entry with this formula, charge and spin**: 0.0 kJ/mol
**E_tot**: -89999.5850 eV
**Multiplicity**: 3
**Net charge**: -1

What are the Mulliken partial charges on each atom? They are as follows, in elementary charge units: number 1, V, carries 1.18; number 2, S, carries 1.24; number 3, O, carries -0.77; number 4, O, carries -0.56; number 5, O, carries -0.75; number 6, O, carries -0.53; number 7, S, carries 1.42; number 8, O, carries -0.90; number 9, O, carries -0.57; number 10, O, carries -0.74; number 11, O, carries -0.95; number 12, C, carries -1.70; number 13, C, carries 1.06; number 14, C, carries -1.13; number 15, O, carries 0.37; number 16, C, carries -1.11; number 17, N, carries -0.40; number 18, H, carries 0.43; number 19, H, carries 0.41; number 20, H, carries 0.35; number 21, H, carries -0.18; number 22, H, carries 0.59; number 23, H, carries 0.33; number 24, H, carries 0.21; number 25, H, carries 0.50; number 26, H, carries 0.29; number 27, H, carries 0.36; number 28, H, carries 0.24; number 29, C, carries 0.20; number 30, O, carries -0.07; number 31, N, carries -0.46; number 32, N, carries -0.30; number 33, H, carries 0.14; number 34, H, carries 0.26; number 35, H, carries 0.36; number 36, H, carries 0.16; number 37, C, carries 0.41; number 38, O, carries -0.29; number 39, N, carries -0.48; number 40, N, carries -0.35; number 41, H, carries 0.27; number 42, H, carries 0.17; number 43, H, carries 0.30; number 44, H, carries 0.14; number 45, C, carries 0.42; number 46, O, carries -0.55; number 47, N, carries -0.48; number 48, N, carries -0.29; number 49, H, carries 0.22; number 50, H, carries 0.13; number 51, H, carries 0.21; number 52, H, carries 0.22

***

# 2
This record from the OMol25 dataset describes a cluster of 2 separate species, CHN4 in total at a distorted geometry. The level of theory is the ωB97M-V functional and the def2-TZVPD basis.

Element x y z (Å)
C -1.703 -0.280 -0.066
N 1.686 0.751 -0.449
N -2.580 0.526 0.066
N 1.194 -0.440 -0.321
N 2.232 0.278 0.649
H -0.829 -0.835 0.120

Computed properties:
**ΔE to the lowest compared entry with this formula, charge and spin**: 536.4 kJ/mol
**E_tot**: -7009.1502 eV
**Net charge**: -1

What are the Mulliken partial charges on each atom? They are as follows, in elementary charge units: number 1, C, carries 0.05; number 2, N, carries -0.15; number 3, N, carries -0.44; number 4, N, carries -0.39; number 5, N, carries -0.38; number 6, H, carries 0.32

***

# 3
This record from the OMol25 dataset describes a structure of composition C30H58N2O12 at a distorted geometry. The level of theory is the ωB97M-V functional and the def2-TZVPD basis.

Element x y z (Å)
C 15.373 -13.150 -29.112
N 15.600 -12.873 -30.632
O 16.644 -12.611 -31.142
O 14.557 -13.136 -31.214
H 14.712 -14.010 -29.009
H 14.968 -12.267 -28.618
H 16.367 -13.418 -28.753
C 18.212 -11.885 -29.688
N 18.058 -11.664 -28.251
O 17.391 -12.498 -27.581
O 18.386 -10.541 -27.838
H 17.275 -11.430 -30.007
H 18.141 -12.968 -29.783
H 19.149 -11.586 -30.158
C 17.043 -14.015 -27.413
O 16.958 -15.365 -26.851
C 15.814 -15.635 -26.071
C 14.476 -15.845 -26.918
O 14.779 -16.609 -28.095
C 15.440 -17.835 -27.907
H 16.318 -13.754 -28.184
H 18.000 -13.896 -27.922
H 17.010 -13.242 -26.645
H 15.670 -14.942 -25.242
H 15.882 -16.574 -25.521
H 14.224 -14.802 -27.111
H 13.756 -16.401 -26.318
H 15.160 -18.556 -28.676
H 15.392 -18.232 -26.893
H 16.516 -17.670 -27.961
C 12.115 -12.757 -30.243
O 13.005 -13.212 -29.277
C 12.613 -13.042 -27.931
C 13.637 -13.344 -26.864
O 14.912 -12.738 -26.972
C 15.691 -12.848 -25.738
H 11.187 -13.327 -30.203
H 12.552 -13.037 -31.202
H 12.012 -11.672 -30.257
H 11.664 -13.555 -27.769
H 12.284 -12.013 -27.784
H 13.652 -14.433 -26.816
H 13.314 -12.995 -25.883
H 16.748 -12.785 -25.996
H 15.779 -13.820 -25.253
H 15.662 -11.987 -25.070
C 16.265 -15.455 -29.485
O 16.776 -16.690 -30.068
C 16.634 -16.836 -31.465
C 17.806 -16.131 -32.140
O 18.036 -14.688 -31.915
C 17.221 -13.868 -32.741
H 16.561 -14.629 -30.131
H 16.702 -15.192 -28.522
H 15.187 -15.514 -29.331
H 15.662 -16.448 -31.769
H 16.756 -17.894 -31.699
H 17.775 -16.465 -33.177
H 18.718 -16.632 -31.814
H 17.228 -14.111 -33.803
H 17.497 -12.815 -32.794
H 16.260 -13.736 -32.242
C 15.384 -9.612 -34.333
O 14.938 -9.383 -33.001
C 13.994 -10.318 -32.453
C 14.468 -11.804 -32.379
O 14.527 -12.494 -33.666
C 15.068 -13.807 -33.723
H 15.839 -8.687 -34.686
H 14.491 -9.763 -34.939
H 15.951 -10.532 -34.479
H 13.129 -10.120 -33.087
H 13.743 -9.982 -31.447
H 13.682 -12.355 -31.863
H 15.350 -11.958 -31.758
H 16.125 -13.907 -33.476
H 14.820 -14.194 -34.711
H 14.619 -14.477 -32.989
C 15.417 -9.660 -30.801
C 16.523 -9.935 -30.002
C 16.365 -10.401 -28.723
C 15.078 -10.705 -28.280
C 13.930 -10.531 -29.082
C 14.140 -10.016 -30.342
H 15.609 -9.211 -31.764
H 17.527 -9.705 -30.326
H 17.092 -10.465 -27.927
H 14.979 -11.158 -27.304
H 12.938 -10.848 -28.797
H 13.259 -9.741 -30.905
C 12.092 -15.319 -33.295
C 13.542 -15.305 -33.360
C 14.300 -15.038 -32.187
C 13.581 -14.772 -31.024
C 12.208 -14.775 -30.917
C 11.470 -15.067 -32.036
H 11.576 -15.610 -34.198
H 14.032 -15.623 -34.268
H 15.356 -15.246 -32.095
H 14.254 -14.685 -30.183
H 11.763 -14.586 -29.951
H 10.405 -15.244 -32.045

Computed properties:
**ΔE to the lowest compared entry with this formula, charge and spin**: 6230.4 kJ/mol
**E_tot**: -59525.4464 eV
**Net charge**: 0

Mulliken atomic charge list, values in e, 99 entries: number 1, C, carries -2.61; number 2, N, carries 1.42; number 3, O, carries -1.73; number 4, O, carries 1.07; number 5, H, carries 0.95; number 6, H, carries 0.00; number 7, H, carries 0.69; number 8, C, carries -0.25; number 9, N, carries 0.43; number 10, O, carries 0.12; number 11, O, carries -0.74; number 12, H, carries -0.38; number 13, H, carries 0.14; number 14, H, carries 0.37; number 15, C, carries -0.67; number 16, O, carries -0.51; number 17, C, carries -0.77; number 18, C, carries 0.35; number 19, O, carries -0.40; number 20, C, carries -1.04; number 21, H, carries -0.79; number 22, H, carries 1.48; number 23, H, carries 0.29; number 24, H, carries 0.21; number 25, H, carries 0.65; number 26, H, carries -0.45; number 27, H, carries 0.72; number 28, H, carries 0.35; number 29, H, carries 0.38; number 30, H, carries 0.32; number 31, C, carries -1.53; number 32, O, carries 0.81; number 33, C, carries -1.53; number 34, C, carries 0.01; number 35, O, carries -0.14; number 36, C, carries -0.73; number 37, H, carries 0.61; number 38, H, carries 0.41; number 39, H, carries 0.55; number 40, H, carries 0.65; number 41, H, carries 0.49; number 42, H, carries -1.23; number 43, H, carries 0.84; number 44, H, carries -0.07; number 45, H, carries -0.02; number 46, H, carries 0.48; number 47, C, carries 0.79; number 48, O, carries -0.48; number 49, C, carries -0.35; number 50, C, carries -0.95; number 51, O, carries -0.37; number 52, C, carries -0.95; number 53, H, carries 0.45; number 54, H, carries -0.48; number 55, H, carries 0.88; number 56, H, carries 0.90; number 57, H, carries 0.51; number 58, H, carries 0.44; number 59, H, carries 0.48; number 60, H, carries 0.57; number 61, H, carries 0.69; number 62, H, carries -0.44; number 63, C, carries -0.78; number 64, O, carries -0.38; number 65, C, carries -0.44; number 66, C, carries 0.74; number 67, O, carries -0.32; number 68, C, carries -0.82; number 69, H, carries 0.32; number 70, H, carries 0.31; number 71, H, carries 0.17; number 72, H, carries 0.66; number 73, H, carries -0.42; number 74, H, carries -0.36; number 75, H, carries 0.61; number 76, H, carries 0.42; number 77, H, carries 0.74; number 78, H, carries 1.02; number 79, C, carries -1.52; number 80, C, carries 0.17; number 81, C, carries -0.83; number 82, C, carries -0.76; number 83, C, carries -1.32; number 84, C, carries -0.93; number 85, H, carries 0.71; number 86, H, carries 0.64; number 87, H, carries 0.84; number 88, H, carries 0.88; number 89, H, carries 1.43; number 90, H, carries 0.98; number 91, C, carries -1.72; number 92, C, carries -2.30; number 93, C, carries 0.58; number 94, C, carries 1.62; number 95, C, carries -1.24; number 96, C, carries -1.27; number 97, H, carries 0.39; number 98, H, carries 0.64; number 99, H, carries -0.73

***

# 4
This record from the OMol25 dataset describes a structure of composition CH3N2O at a distorted geometry. The level of theory is the ωB97M-V functional and the def2-TZVPD basis.

Element x y z (Å)
C -1.083 0.138 0.058
N 2.354 -0.216 0.009
N 1.505 0.527 0.031
O 0.012 -0.395 0.052
H -1.814 -0.491 -0.391
H -1.176 1.197 0.191
H 2.765 -1.137 -0.114

Computed properties:
**ΔE to the lowest compared entry with this formula, charge and spin**: 270.0 kJ/mol
**E_tot**: -6101.9842 eV
**Net charge**: +1

What are the Mulliken partial charges on each atom? They are as follows, in elementary charge units: number 1, C, carries 0.03; number 2, N, carries 0.04; number 3, N, carries 0.23; number 4, O, carries -0.25; number 5, H, carries 0.28; number 6, H, carries 0.28; number 7, H, carries 0.38

***

- Among the records above, which one has the highest E_tot?
  CH3N2O

***

- What is the ΔE to the lowest compared entry with this formula, charge and spin in the fourth record?
  270.0 kJ/mol